ORCA calculation (ωB97M-V/def2-TZVPD) on a 8-piece molecular cluster, C8H32N14O8 overall.

Structure (XYZ):
```
62
C8H32N14O8 (ωB97M-V/def2-TZVPD)
N -2.9059 1.5051 -1.9001
C -1.4727 -0.5378 0.7246
N 1.9864 2.2286 2.4193
O -0.7747 -4.7205 -2.7247
N 0.1513 2.9957 0.2194
H -0.4586 4.2943 -1.6685
H -1.7543 0.4407 1.1135
H 0.5707 -1.1979 3.5676
H -2.2288 1.0346 -1.3168
N 0.4039 -2.0270 4.1197
O 0.7197 2.8432 -4.8710
O -4.2998 3.1353 -2.1145
N 0.0230 0.8587 -4.0574
H -2.4393 -1.0130 0.5572
H 0.0782 -4.1915 -0.3455
H 1.6518 -1.0864 1.3253
N -0.3363 -3.4791 -0.9293
H -2.9744 1.1532 -2.8443
H -0.1660 1.8734 -7.0394
H 1.1564 2.3176 4.6277
H 2.4115 2.1238 1.5091
O 0.2763 -0.8514 5.9750
N -1.1805 -2.5982 -2.7234
H 2.6186 -1.0452 -0.1402
H 3.4382 -4.0457 -0.4444
C 0.2170 1.7128 -5.0396
O 2.0441 -3.4891 1.6057
O -1.0059 -0.4838 -0.5581
C 0.5450 2.6458 -0.9619
H 2.0071 3.1646 2.7983
H -0.1867 -0.1172 -4.2119
H -3.2319 3.7736 0.1603
H 0.5763 0.7242 4.7218
N -0.1377 1.2754 -6.2259
N 3.3411 -3.0940 -0.1206
N 2.1589 -1.5642 0.5942
H -1.5982 -2.7634 -3.6280
C 0.4137 -1.8800 5.4004
N 0.4040 -2.9964 6.0392
C 2.4475 -2.8263 0.7187
H 0.4158 2.4300 1.0132
N -2.9739 2.9083 -0.2923
O 0.9401 1.5590 -1.2635
H 0.2273 1.2313 -3.1412
H 0.5372 -2.9577 3.7508
H -2.2660 2.3569 0.1714
H -0.8679 -1.0500 1.4730
H -0.5546 0.3636 -6.3481
H 0.2701 -3.8787 5.5661
H -0.2953 -2.5147 -0.6323
H -0.1745 -0.0040 -0.5505
H -0.0694 3.9795 0.2790
N 0.8416 1.4977 4.1290
H 0.2938 -2.9787 7.0430
H 0.4348 3.2118 -2.7594
O 1.2848 0.2304 2.4707
C -3.4486 2.5640 -1.4515
H 3.6006 -2.3130 -0.7062
H -1.3296 -1.7945 -2.1301
N 0.1334 3.4937 -1.8376
C -0.8498 -3.6934 -2.1146
C 1.3609 1.2659 2.9998
```

Calculated values
SMILES = NC(N)=O.NC(N)=O.NC(N)=O.NC(N)=O.NC(N)=O.NC(N)=O.NC(N)=O.CO
Frontier orbital gap = 9.3 eV
Energy above the lowest of the compared OMol25 structures with the same formula, charge and spin = 384.8 kJ/mol
Total charge = 0

Löwdin atomic charge list, values in e, 5 entries: number 1, N, carries 0.1871; number 2, C, carries -0.1619; number 3, N, carries 0.1756; number 4, O, carries 0.0426; number 5, N, carries 0.1803

ORCA calculation (ωB97M-V/def2-TZVPD) on one molecule with the formula C3H5N3OS.

Structure (XYZ):
```
13
C3H5N3OS (ωB97M-V/def2-TZVPD)
N -1.9527 0.2322 0.0806
C 0.3313 -0.8907 -0.2264
H -3.3904 -0.9419 0.4314
H 0.0517 -1.4521 0.6822
C -0.6916 0.1941 -0.1485
N 1.3912 1.1571 -0.0132
C 1.6443 -0.1404 -0.1300
N -0.0142 1.4393 -0.2294
S 3.1655 -0.6880 0.0303
H 0.1234 -1.6915 -0.9375
H -0.2470 1.9956 0.6680
H 2.0226 1.9117 -0.1504
O -2.4340 -1.1254 -0.0570
```

Calculated values
SMILES = O/N=C1\CC(=S)NN1
Frontier orbital gap = 9.0 eV
Energy above the lowest of the compared OMol25 structures with the same formula, charge and spin = 380.0 kJ/mol
Total charge = 0

Löwdin atomic charge list, values in e, 5 entries: number 1, N, carries 0.0278; number 2, C, carries -0.0840; number 3, H, carries 0.1755; number 4, H, carries 0.1403; number 5, C, carries -0.3622

ORCA calculation (ωB97M-V/def2-TZVPD) on one molecule with the formula C14H19NO2.

Structure (XYZ):
```
36
C14H19NO2 (ωB97M-V/def2-TZVPD)
C -2.9494 0.1046 0.1245
C -3.3636 2.4327 0.6617
C -1.6560 -3.2258 -0.7079
C -1.8922 -1.8493 -0.1584
H 5.4309 2.2777 1.6786
C 2.7012 -0.1631 0.0201
C -1.1291 1.5163 0.9215
H -2.1835 -3.9653 -0.0981
H 2.8695 -0.2462 1.0844
H -1.5302 -2.7364 -2.8406
H -1.5873 3.6071 1.2119
C 3.1686 1.1851 -0.4403
H 0.7024 -0.8864 1.6439
H 3.2861 -0.9175 -0.5575
H -0.6218 -3.5283 -0.6488
O 4.4996 1.4429 0.0396
H 1.1137 -0.4921 -1.2290
H 2.4829 1.9829 -0.0876
H 4.7532 3.4330 0.5363
C 0.5064 -1.1540 0.6344
C 4.5720 2.4761 1.0477
H 0.8092 -2.1984 0.5331
N 1.2776 -0.2644 -0.2560
H -3.1731 -2.9153 -2.2282
H -0.0856 1.6425 1.1523
H -4.0346 3.2716 0.7318
H 3.0949 1.2373 -1.5231
C -1.6342 0.2690 0.4770
C -3.8239 1.1921 0.1940
C -1.9887 2.6195 0.9568
C -0.9505 -0.9723 0.3153
H -2.1623 -4.3151 -2.4498
C -2.1584 -3.2985 -2.1411
H 3.6692 2.5858 1.6399
H -4.8983 1.0863 -0.0190
O -3.1146 -1.2338 -0.2191
```

Calculated values
SMILES = CCc1oc2ccccc2c1CNCCOC
Frontier orbital gap = 8.9 eV
Energy above the lowest of the compared OMol25 structures with the same formula, charge and spin = 205.8 kJ/mol
Total charge = 0

Löwdin atomic charge list, values in e, 5 entries: number 1, C, carries -0.1796; number 2, C, carries -0.0871; number 3, C, carries -0.1602; number 4, C, carries -0.1959; number 5, H, carries 0.0793

ORCA calculation (ωB97M-V/def2-TZVPD) on a 2-piece molecular cluster, C7H9N3O4 overall.

Structure (XYZ):
```
23
C7H9N3O4 (ωB97M-V/def2-TZVPD)
H 3.7349 1.2992 -1.0652
H -4.9474 -2.6415 0.2568
H -2.8228 -0.4876 0.7770
H 0.4385 1.6051 -1.6514
C -3.1999 -1.3292 0.1463
H 2.0153 2.4451 -1.6713
H -5.3030 -0.9643 0.6449
O 1.9905 1.7351 1.1444
C 2.9704 -0.4831 -1.6341
C 1.8246 1.0331 -0.0626
O -4.4377 -2.0603 2.1896
C 1.2251 2.0400 -1.0633
O -3.3876 -1.0504 -1.1470
C 0.8443 -0.0366 0.0469
N 2.8416 -1.3312 -2.4106
N 2.9107 1.0763 2.0767
N 0.0472 -0.8653 0.1796
O 2.3098 0.3188 2.7921
C 3.1650 0.5148 -0.5984
H 3.7645 0.0373 0.1597
C -4.5871 -1.7909 0.8907
H -2.4876 -2.1534 0.3702
H 0.8315 2.8578 -0.4820
```

Calculated values
Frontier orbital gap = 2.0 eV
Total charge = -2

Löwdin atomic charge list, values in e, 5 entries: number 1, H, carries 0.1151; number 2, H, carries 0.0630; number 3, H, carries 0.0638; number 4, H, carries 0.0919; number 5, C, carries -0.5221

ORCA calculation (ωB97M-V/def2-TZVPD) on a 2-piece molecular cluster, CH4IO overall.

Structure (XYZ):
```
7
CH4IO (ωB97M-V/def2-TZVPD)
H -0.5499 -0.8417 -1.4809
O 0.9314 -0.3616 -0.1472
H -0.1091 0.8701 -1.4616
H -1.0702 0.1773 -0.1258
C -0.2544 -0.0144 -0.8246
I 0.2482 0.2769 3.2525
H 0.8040 -0.1066 0.7876
```

Calculated values
Frontier orbital gap = 7.6 eV
Energy above the lowest of the compared OMol25 structures with the same formula, charge and spin = 3.0 kJ/mol
Total charge = -1

Löwdin atomic charge list, values in e, 5 entries: number 1, H, carries 0.0613; number 2, O, carries -0.2092; number 3, H, carries 0.0620; number 4, H, carries 0.0569; number 5, C, carries -0.2163

ORCA calculation (ωB97M-V/def2-TZVPD) on C23H21F7NO5ReSi as an isolated structure.

Structure (XYZ):
```
59
C23H21F7NO5ReSi (ωB97M-V/def2-TZVPD)
F 2.2742 -0.7288 2.9360
C -3.1974 0.9593 -0.2237
N 1.7813 2.0155 0.0414
C -0.1552 -4.4421 2.6168
F -1.9139 -5.9877 2.3093
H -2.6971 -0.7660 2.4800
H 3.1452 5.5295 -0.8546
F 1.2410 1.1792 2.8271
H 2.6702 -2.3717 0.5546
O 3.2307 -0.0704 0.1333
H -0.1554 -4.6654 3.6755
H 0.9037 6.4748 -0.4031
H 4.6372 3.4948 -0.8670
C 3.5889 3.4560 -0.6105
C 0.7263 -3.5217 2.0722
Re 1.2171 -0.1844 0.2033
C -1.0882 -4.8296 0.4269
O 5.0970 1.0256 -0.4570
C 1.2065 -0.1175 2.3110
H -1.7989 -5.3535 -0.1987
H -3.8162 -1.8013 1.5693
H -2.7377 -2.8205 -1.0589
C 0.7202 -3.2258 0.7073
H -2.2448 3.8868 0.9112
H -2.1439 -2.3121 1.8437
C 0.3367 0.3110 -2.7240
H -4.2291 0.7293 -0.4996
H -1.8383 -1.7757 -2.1567
H -3.2233 1.5695 0.6820
O -0.3835 1.2823 -2.5592
O 1.2640 -0.1513 -1.9967
C -0.2004 -3.8990 -0.0971
C 3.0392 2.2057 -0.2766
C -1.2183 4.0200 0.5949
C 3.9077 0.9709 -0.2221
F 1.0435 -0.0132 -4.9902
H 1.7895 -2.4872 -0.9744
H -0.7283 1.9495 0.7906
O -0.6464 -0.2944 0.1341
Si -2.2600 -0.6426 0.0357
C 0.5330 5.4903 -0.1444
C 0.1729 -0.4761 -4.0641
C -2.6244 -1.7912 -1.4040
C 0.9486 3.1007 0.1045
C -1.0484 -5.0814 1.7807
C 1.6881 -2.2677 0.0933
H -2.7498 1.5422 -1.0312
H -0.2121 -3.6941 -1.1616
C -0.7597 5.3091 0.2518
F 0.4061 -1.7955 -3.9262
C 1.4209 4.3919 -0.2191
H 1.4293 -3.0131 2.7181
H -3.5516 -1.4906 -1.8957
C 2.7741 4.5443 -0.5977
C -0.3877 2.9395 0.5240
F 0.0958 -0.6600 2.9246
F -1.0598 -0.3466 -4.5855
C -2.7827 -1.4517 1.6358
H -1.4362 6.1520 0.3104
```

Calculated values
⟨S²⟩ = 0.756
2S+1 = 2
Frontier orbital gap (alpha / beta) = 6.9 / 6.8 eV
Energy above the lowest of the compared OMol25 structures with the same formula, charge and spin = 0.0 kJ/mol
Total charge = -1

Löwdin atomic charge list, values in e, 5 entries: number 1, F, carries 0.0039; number 2, C, carries -0.1629; number 3, N, carries 0.0809; number 4, C, carries -0.0168; number 5, F, carries 0.0264

no.,largest force on an atom (eV/A)
1,8.093
2,5.032
3,2.399
4,2.113
5,0.237
6,0.820